The following is a DFT calculation (ωB97M-V/def2-TZVPD) of 5 unconnected molecules or ions with the total composition C29H57Br2N7O6P in a non-equilibrium geometry.

Last columns: bonded neighbours and bond lengths (Å).
Geometry (Å):
1 C 3.332 -5.337 -0.820  C2 1.533, H26 1.090, H27 1.090, H28 1.089
2 C 2.140 -5.710 0.070  C1 1.533, C3 1.522, H29 1.091, H30 1.086
3 C 2.181 -4.989 1.410  C2 1.522, Br4 1.954, N5 1.501, H31 1.083
4 Br 0.868 -5.859 2.566  C3 1.954
5 N 1.845 -3.531 1.290  C3 1.501, N6 1.310, C24 1.331
6 N 1.299 -3.191 0.148  N5 1.310, C7 1.308
7 C 0.947 -1.937 0.021  N6 1.308, P8 1.836, C12 1.400
8 P 0.108 -1.343 -1.501  C7 1.836, N9 1.524, O10 1.592, O11 1.618
9 N -1.222 -0.656 -1.212  P8 1.524, H32 1.019
10 O -0.038 -2.617 -2.445  P8 1.592, H33 0.971
11 O 1.183 -0.393 -2.247  P8 1.618, H34 0.969
12 C 1.155 -1.014 1.052  C7 1.400, C13 1.356, H35 1.085
13 C 1.758 -1.361 2.216  C12 1.356, C14 1.485, C24 1.414
14 C 2.020 -0.425 3.339  C13 1.485, C15 1.556, H36 1.090, H37 1.090
15 C 3.503 0.033 3.442  C14 1.556, C16 1.530, H38 1.088, H39 1.093
16 C 4.209 0.356 2.123  C15 1.530, C17 1.565, C18 1.556, H40 1.094
17 C 5.752 0.284 2.377  C16 1.565, H41 1.091, H42 1.089, H43 1.086
18 C 3.847 1.766 1.576  C16 1.556, C19 1.551, H44 1.086, H45 1.090
19 C 3.601 1.812 0.045  C18 1.551, C20 1.539, H46 1.102, H47 1.096
20 C 4.726 2.588 -0.663  C19 1.539, C21 1.372, H48 1.091
21 C 4.951 2.493 -2.012  C20 1.372, C22 1.528, C23 1.507
22 C 3.937 3.051 -3.010  C21 1.528, H49 1.090, H50 1.085, H51 1.096
23 C 6.201 1.854 -2.560  C21 1.507, H52 1.095, H53 1.090, H54 1.091
24 C 2.112 -2.727 2.316  N5 1.331, C13 1.414, Br25 1.868
25 Br 2.915 -3.328 3.891  C24 1.868
26 H 3.346 -6.047 -1.647  C1 1.090
27 H 4.278 -5.494 -0.302  C1 1.090
28 H 3.264 -4.333 -1.235  C1 1.089
29 H 2.272 -6.764 0.316  C2 1.091
30 H 1.182 -5.635 -0.436  C2 1.086
31 H 3.186 -5.119 1.792  C3 1.083
32 H -1.210 0.309 -1.539  N9 1.019
33 H 0.831 -2.763 -2.854  O10 0.971
34 H 1.951 -0.226 -1.680  O11 0.969
35 H 0.816 0.005 0.896  C12 1.085
36 H 1.760 -0.885 4.292  C14 1.090
37 H 1.386 0.459 3.271  C14 1.090
38 H 4.041 -0.687 4.056  C15 1.088
39 H 3.501 0.963 4.015  C15 1.093
40 H 4.019 -0.377 1.332  C16 1.094
41 H 6.214 -0.265 1.555  C17 1.091
42 H 5.955 -0.308 3.268  C17 1.089
43 H 6.206 1.267 2.458  C17 1.086
44 H 4.708 2.404 1.749  C18 1.086
45 H 2.937 2.159 2.029  C18 1.090
46 H 2.616 2.257 -0.170  C19 1.102
47 H 3.590 0.817 -0.414  C19 1.096
48 H 5.334 3.231 -0.024  C20 1.091
49 H 4.297 2.804 -4.008  C22 1.090
50 H 3.847 4.127 -2.898  C22 1.085
51 H 2.967 2.562 -2.865  C22 1.096
52 H 7.112 2.346 -2.203  C23 1.095
53 H 6.214 0.797 -2.296  C23 1.090
54 H 6.179 1.896 -3.650  C23 1.091
55 C -3.776 4.280 -1.944  C56 1.503, H60 1.087, H61 1.092, H62 1.095
56 C -2.878 3.135 -2.320  C55 1.503, O57 1.228, N58 1.358
57 O -1.745 3.010 -1.861  C56 1.228
58 N -3.364 2.224 -3.200  C56 1.358, C59 1.452, H63 1.008
59 C -4.667 2.205 -3.839  N58 1.452, H64 1.092, H65 1.091, H66 1.085
60 H -3.255 4.920 -1.238  C55 1.087
61 H -4.030 4.869 -2.827  C55 1.092
62 H -4.693 3.911 -1.472  C55 1.095
63 H -2.717 1.482 -3.416  N58 1.008
64 H -5.185 1.280 -3.577  C59 1.092
65 H -4.540 2.236 -4.922  C59 1.091
66 H -5.270 3.051 -3.526  C59 1.085
67 C -1.084 -8.914 3.743  C68 1.512, H72 1.086, H73 1.091, H74 1.092
68 C -1.411 -9.497 5.099  C67 1.512, O69 1.217, N70 1.360
69 O -0.734 -10.377 5.599  C68 1.217
70 N -2.497 -9.002 5.752  C68 1.360, C71 1.451, H75 1.008
71 C -3.415 -7.964 5.319  N70 1.451, H76 1.092, H77 1.091, H78 1.085
72 H -0.199 -9.407 3.352  C67 1.086
73 H -1.909 -9.078 3.048  C67 1.091
74 H -0.879 -7.845 3.830  C67 1.092
75 H -2.655 -9.435 6.648  N70 1.008
76 H -3.405 -7.147 6.042  C71 1.092
77 H -4.425 -8.372 5.270  C71 1.091
78 H -3.142 -7.578 4.343  C71 1.085
79 C -8.625 3.872 0.501  C80 1.508, H84 1.086, H85 1.090, H86 1.090
80 C -7.470 3.218 -0.214  C79 1.508, O81 1.224, N82 1.356
81 O -6.446 3.832 -0.485  C80 1.224
82 N -7.598 1.912 -0.555  C80 1.356, C83 1.452, H87 1.008
83 C -8.726 1.027 -0.322  N82 1.452, H88 1.091, H89 1.091, H90 1.084
84 H -8.370 4.908 0.702  C79 1.086
85 H -9.521 3.849 -0.120  C79 1.090
86 H -8.821 3.371 1.449  C79 1.090
87 H -6.790 1.539 -1.028  N82 1.008
88 H -8.401 0.179 0.282  C83 1.091
89 H -9.096 0.653 -1.278  C83 1.091
90 H -9.531 1.540 0.192  C83 1.084
91 C 0.072 7.930 -2.502  C92 1.510, H96 1.086, H97 1.091, H98 1.091
92 C 1.246 7.297 -3.212  C91 1.510, O93 1.220, N94 1.360
93 O 2.273 7.914 -3.442  C92 1.220
94 N 1.123 5.997 -3.592  C92 1.360, C95 1.449, H99 1.007
95 C -0.010 5.114 -3.400  N94 1.449, H100 1.090, H101 1.092, H102 1.084
96 H 0.322 8.959 -2.265  C91 1.086
97 H -0.811 7.924 -3.142  C91 1.091
98 H -0.144 7.400 -1.573  C91 1.091
99 H 1.939 5.635 -4.059  N94 1.007
100 H 0.318 4.262 -2.805  C95 1.090
101 H -0.360 4.753 -4.369  C95 1.092
102 H -0.826 5.607 -2.885  C95 1.084

Calculated values
LUMO energy, eV: -4.7694
HOMO energy, eV: -9.33
Net charge: +1

Atomic partial charges in e from the Mulliken method, atoms 1 to 6:
1 C -1.180
2 C -0.707
3 C -0.707
4 Br 0.013
5 N 0.916
6 N -0.765